The molecule C3H7NO2 at a distorted geometry, computed with wB97M-V/def2-TZVPD.

XYZ file:
```
13
C3H7NO2 (wB97M-V/def2-TZVPD)
C 1.67 -0.59 0.62
C 1.47 0.51 -0.48
C 0.14 1.02 -0.11
H 1.89 -0.10 1.77
H 0.90 -1.27 0.59
H 2.57 -1.32 0.36
H 1.32 -0.04 -1.40
H 2.27 1.21 -0.55
H 0.33 1.34 0.86
H -0.35 1.74 -0.88
N -0.95 -0.11 -0.02
O -0.77 -1.11 -0.62
O -1.98 0.30 0.51
```

SMILES	CCC[N+](=O)[O-]
maximum force	5.39	eV Å⁻¹
Kohn-Sham gap	0.419	Ha
LUMO level	0.3084	eV
energy	-8805.450	eV
molar mass	89.1	Da
relative energy (zero: lowest compared OMol25 entry of this formula, charge and spin)	490.05	kJ/mol

***

A cluster of 2 separate species, C3H7NO2 in total, computed with wB97M-V/def2-TZVPD.

XYZ file:
```
13
C3H7NO2 (wB97M-V/def2-TZVPD)
C -2.02 0.23 -0.16
C -1.48 -0.72 -0.99
O 0.72 0.99 -0.68
C 1.40 0.09 -0.13
O 0.95 -1.06 0.20
N 2.75 0.38 0.12
H -1.81 1.28 -0.32
H -0.90 -0.24 0.32
H -2.95 -0.04 0.36
H -1.81 -1.75 -0.87
H -0.77 -0.47 -1.77
H 3.25 -0.20 0.78
H 2.96 1.36 0.18
```

maximum force	0.79	eV Å⁻¹
Kohn-Sham gap	0.286	Ha
LUMO level	-0.8554	eV
energy	-8806.884	eV
molar mass	89.1	Da
relative energy (zero: lowest compared OMol25 entry of this formula, charge and spin)	351.67	kJ/mol

***

The molecule C3H7NO2 at a distorted geometry, computed with wB97M-V/def2-TZVPD.

XYZ file:
```
13
C3H7NO2 (wB97M-V/def2-TZVPD)
C 0.48 -1.59 0.08
C -0.01 -0.17 0.07
N -0.11 0.44 -1.24
O 0.31 1.81 -1.16
C -0.15 0.68 1.25
O -1.30 0.03 0.73
H 0.05 -2.12 -0.77
H 1.57 -1.65 0.00
H 0.15 -2.07 1.01
H 0.24 2.09 -2.08
H -0.10 1.76 1.11
H 0.16 0.29 2.21
H -1.13 0.51 -1.16
```

SMILES	C[C@]1(NO)CO1
maximum force	1.16	eV Å⁻¹
Kohn-Sham gap	0.384	Ha
LUMO level	0.9842	eV
energy	-8806.426	eV
molar mass	89.1	Da
relative energy (zero: lowest compared OMol25 entry of this formula, charge and spin)	395.91	kJ/mol

***

The molecule C3H7NO2 at a distorted geometry, computed with wB97M-V/def2-TZVPD.

XYZ file:
```
13
C3H7NO2 (wB97M-V/def2-TZVPD)
O 0.53 -0.36 -3.22
C 0.63 0.18 -2.11
C 0.55 -0.58 -0.78
N -0.22 0.46 0.04
C -0.13 0.35 1.49
O -1.01 -0.65 1.98
H 0.54 1.27 -2.19
H 0.04 -1.54 -0.74
H 1.55 -0.61 -0.27
H -1.22 0.18 -0.16
H -0.33 1.40 1.83
H 0.88 0.21 1.79
H -1.82 -0.31 2.34
```

SMILES	O=CCNCO
maximum force	4.58	eV Å⁻¹
Kohn-Sham gap	0.385	Ha
LUMO level	0.7235	eV
energy	-8807.878	eV
molar mass	89.1	Da
relative energy (zero: lowest compared OMol25 entry of this formula, charge and spin)	255.80	kJ/mol

***

The molecule C3H7NO2 at a distorted geometry, computed with wB97M-V/def2-TZVPD.

XYZ file:
```
13
C3H7NO2 (wB97M-V/def2-TZVPD)
C 0.63 -0.70 0.11
N -0.47 0.06 -0.49
C -0.73 0.94 -1.54
O -1.36 1.98 -0.96
O -0.23 0.87 -2.75
C 0.59 -1.01 1.59
H 0.73 -1.63 -0.42
H 1.51 -0.10 -0.19
H -1.13 0.15 0.24
H -1.61 2.60 -1.66
H 1.00 -0.04 2.09
H 1.44 -1.68 1.85
H -0.37 -1.44 2.12
```

SMILES	CCNC(=O)O
maximum force	6.14	eV Å⁻¹
Kohn-Sham gap	0.379	Ha
LUMO level	0.7365	eV
energy	-8808.776	eV
molar mass	89.1	Da
relative energy (zero: lowest compared OMol25 entry of this formula, charge and spin)	169.11	kJ/mol

***

A cluster of 2 separate species, C3H7NO2 in total at a distorted geometry, computed with wB97M-V/def2-TZVPD.

XYZ file:
```
13
C3H7NO2 (wB97M-V/def2-TZVPD)
C -0.85 0.47 0.87
C -0.86 1.50 -0.01
N -1.55 0.54 2.13
H -0.26 -0.44 0.62
H 0.11 1.96 -0.39
H -1.77 1.77 -0.65
H -2.25 1.20 2.03
H 2.76 -2.64 -0.81
H -1.79 -0.21 2.79
O 1.93 -2.32 -1.09
C 1.55 -0.98 -1.67
O 1.44 -0.02 -0.95
H 1.54 -0.84 -2.87
```

SMILES	C=CN.O=CO
maximum force	5.18	eV Å⁻¹
Kohn-Sham gap	0.282	Ha
LUMO level	0.6543	eV
energy	-8805.346	eV
molar mass	89.1	Da
relative energy (zero: lowest compared OMol25 entry of this formula, charge and spin)	500.03	kJ/mol

***

The molecule C3H7NO2 at a distorted geometry, computed with wB97M-V/def2-TZVPD.

XYZ file:
```
13
C3H7NO2 (wB97M-V/def2-TZVPD)
O -0.67 0.68 -2.72
C -0.09 0.85 -1.66
C -0.74 0.50 -0.27
N 0.38 0.49 0.72
C 0.99 -0.71 1.26
O -0.01 -1.43 2.04
H 1.05 1.17 -1.66
H -1.40 1.20 0.14
H -1.17 -0.48 -0.35
H 0.08 0.94 1.60
H 1.67 -0.43 2.12
H 1.27 -1.40 0.42
H 0.38 -2.25 2.19
```

SMILES	O=CCNCO
maximum force	3.85	eV Å⁻¹
Kohn-Sham gap	0.383	Ha
LUMO level	0.8086	eV
energy	-8807.824	eV
molar mass	89.1	Da
relative energy (zero: lowest compared OMol25 entry of this formula, charge and spin)	260.99	kJ/mol

***

The molecule C3H7NO2, computed with wB97M-V/def2-TZVPD.

XYZ file:
```
13
C3H7NO2 (wB97M-V/def2-TZVPD)
C 0.92 1.74 -0.49
N 1.34 0.47 0.08
C 0.46 -0.50 0.47
O 0.64 -1.27 1.39
O -0.61 -0.53 -0.34
C -1.63 -1.48 -0.02
H 1.66 2.12 -1.19
H 0.76 2.48 0.31
H -0.02 1.59 -1.02
H 2.18 0.51 0.66
H -1.36 -2.07 0.84
H -1.80 -2.14 -0.88
H -2.55 -0.92 0.18
```

SMILES	CNC(=O)OC
maximum force	0.39	eV Å⁻¹
Kohn-Sham gap	0.392	Ha
LUMO level	0.9218	eV
energy	-8809.855	eV
molar mass	89.1	Da
relative energy (zero: lowest compared OMol25 entry of this formula, charge and spin)	64.97	kJ/mol

***

A cluster of 2 separate species, C3H7NO2 in total at a distorted geometry, computed with wB97M-V/def2-TZVPD.

XYZ file:
```
13
C3H7NO2 (wB97M-V/def2-TZVPD)
C 1.68 -1.58 -0.27
C -1.40 1.93 0.11
N -0.55 0.77 0.26
C -0.86 -0.44 0.12
O 0.93 -0.92 0.74
O -1.43 -1.37 -0.31
H 0.87 0.18 0.70
H 2.69 -1.79 0.10
H 1.74 -0.97 -1.18
H 1.17 -2.51 -0.50
H -1.68 2.32 1.09
H -2.31 1.69 -0.44
H -0.85 2.70 -0.43
```

SMILES	CN=C=O.CO
maximum force	2.93	eV Å⁻¹
Kohn-Sham gap	0.398	Ha
LUMO level	0.8581	eV
energy	-8807.739	eV
molar mass	89.1	Da
relative energy (zero: lowest compared OMol25 entry of this formula, charge and spin)	269.15	kJ/mol

***

A structure of composition C3H7NO2 at a distorted geometry, computed with wB97M-V/def2-TZVPD.

XYZ file:
```
13
C3H7NO2 (wB97M-V/def2-TZVPD)
C 1.00 2.05 0.97
C -0.46 0.28 0.58
C -0.60 -0.91 -0.43
H 1.30 1.36 2.27
H -0.10 3.06 1.21
H 1.99 2.58 0.51
H -1.74 0.99 0.61
H -0.19 -0.27 1.86
H 1.46 -1.41 -0.10
H 0.59 -2.36 -1.31
N 0.56 -1.72 -0.43
O 0.92 1.05 -0.12
O -1.78 -1.10 -0.98
```

maximum force	7.87	eV Å⁻¹
Kohn-Sham gap	0.373	Ha
LUMO level	0.2478	eV
energy	-8801.576	eV
molar mass	89.1	Da
relative energy (zero: lowest compared OMol25 entry of this formula, charge and spin)	863.80	kJ/mol

***

A cluster of 2 separate species, C3H7NO2 in total at a distorted geometry, computed with wB97M-V/def2-TZVPD.

XYZ file:
```
13
C3H7NO2 (wB97M-V/def2-TZVPD)
C -0.08 0.76 0.30
C 1.09 0.05 -0.08
C -0.57 2.08 -0.19
N 0.17 -2.77 0.35
O -0.07 -0.25 -0.68
O 1.05 -2.22 0.98
H -0.59 0.41 1.15
H 1.89 0.01 -0.80
H -0.52 2.84 0.63
H -1.60 1.93 -0.52
H -0.14 2.44 -1.15
H 0.09 -2.57 -0.73
H -0.72 -2.71 0.74
```

maximum force	5.63	eV Å⁻¹
Kohn-Sham gap (spin up / spin down)	0.312 / 0.344	Ha
LUMO level (spin up / spin down)	0.9233 / 0.9457	eV
energy	-8803.034	eV
molar mass	89.1	Da
relative energy (zero: lowest compared OMol25 entry of this formula, charge and spin)	723.16	kJ/mol

***

The molecule C3H7NO2, computed with wB97M-V/def2-TZVPD.

XYZ file:
```
13
C3H7NO2 (wB97M-V/def2-TZVPD)
N -1.15 -1.00 -1.16
C -0.31 0.03 -0.62
O 0.27 0.91 -1.54
C -0.73 0.55 0.72
C 0.50 -0.30 0.59
O 1.70 0.40 0.80
H -2.12 -0.75 -1.09
H -0.95 -1.16 -2.14
H -1.61 0.14 1.19
H -0.53 1.60 0.92
H 0.46 -1.33 0.94
H 1.16 1.08 -1.19
H 2.43 -0.21 0.64
```

SMILES	N[C@@]1(O)C[C@@H]1O
maximum force	0.32	eV Å⁻¹
Kohn-Sham gap	0.349	Ha
LUMO level	0.7357	eV
energy	-8808.368	eV
molar mass	89.1	Da
relative energy (zero: lowest compared OMol25 entry of this formula, charge and spin)	208.51	kJ/mol